Density functional theory data (ωB97M-V with the def2-TZVPD basis set) for C4H16F3O7V as an isolated structure at a distorted geometry.

```
31
Properties=species:S:1:pos:R:3
V -1.139 1.254 0.149
C 0.160 -1.435 -0.653
O 1.532 -1.072 -0.555
O -0.536 -0.360 -1.044
C -0.016 -2.563 -1.673
F -1.311 -2.710 -2.015
F 0.673 -2.401 -2.788
F 0.371 -3.735 -1.098
C 2.355 -1.968 0.166
C 3.671 -1.261 0.406
H 4.480 -1.905 0.745
H 4.012 -0.831 -0.538
H 3.544 -0.432 1.109
H 2.532 -2.895 -0.387
H 1.870 -2.290 1.098
H -0.203 -1.760 0.340
O -0.817 2.554 -1.552
H 0.048 2.874 -1.836
H -1.457 3.107 -2.013
O -3.274 1.116 -0.444
H -3.644 1.463 -1.264
H -4.026 1.020 0.152
O -1.912 -0.124 1.809
H -1.992 0.072 2.749
H -2.644 -0.721 1.609
O 0.911 1.729 0.774
H 1.400 2.554 0.684
H 1.462 1.159 1.325
O -1.757 2.955 1.403
H -2.001 2.952 2.336
H -2.291 3.654 1.006
```

The total charge is +1. As for the total energy: -52575.995 eV. The value obtained for the HOMO-LUMO gap (spin up / spin down) is 7.10 / 7.70 eV. Its LUMO energy (spin up / spin down) is -3.852 / -3.863 eV. The multiplicity is 4. The relative energy (zero: lowest compared OMol25 entry of this formula, charge and spin) comes out at 10.3 kcal/mol.